Entry 1:
The following is a quantum chemistry calculation of a gas-phase ion, C6H10NO (charge +1) in a non-equilibrium geometry, from the Open Molecules 2025 dataset.

Last column: Löwdin charge in e.
Element x y z (Å)
C1 0.103 -1.262 -0.859  -0.052
C2 0.711 -1.196 -1.989  0.144
C3 0.189 1.050 0.744  -0.289
C4 -0.202 -0.223 1.027  -0.048
C5 0.528 2.020 1.803  -0.003
C6 -1.711 -2.166 0.687  0.085
N1 -0.571 -1.250 0.153  -0.045
O1 0.406 1.671 -0.473  0.062
H1 1.606 -1.725 -2.355  0.120
H2 0.372 -0.476 -2.729  0.104
H3 -0.410 -0.408 2.087  0.137
H4 -0.062 1.843 2.656  0.076
H5 0.552 3.081 1.436  0.129
H6 1.457 1.748 2.285  0.103
H7 -1.446 -3.265 0.684  0.119
H8 -1.723 -1.874 1.784  0.110
H9 -2.676 -2.078 0.114  0.122
H10 0.202 1.124 -1.306  0.126

Values from the calculation:
Net charge   +1
SMILES string   C=C=[N+](C)/C=C(/C)O
E_LUMO   -4.33 eV
Highest occupied orbital energy   -13.41 eV
HOMO-LUMO gap   9.09 eV

***

Entry 2:
The following is a quantum chemistry calculation of 2 unconnected molecules or ions with the total composition C8H21NOSi2 in a non-equilibrium geometry, from the Open Molecules 2025 dataset.

Last column: Löwdin charge in e.
Element x y z (Å)
C1 -0.643 0.880 -1.090  -0.189
C2 -2.700 2.459 -2.937  -0.192
C3 -1.633 3.492 -0.080  -0.169
C4 0.195 3.450 -2.810  -0.207
C5 2.902 -4.244 1.188  -0.201
C6 -0.244 -3.899 2.593  -0.183
C7 1.907 -1.570 2.555  -0.163
C8 0.660 -2.712 -0.211  -0.229
N1 -1.531 -0.112 -1.124  -0.001
O1 -0.571 -2.603 -0.269  -0.131
Si1 -1.188 2.574 -1.763  0.539
Si2 1.292 -3.146 1.664  0.696
H1 -3.463 2.550 -2.141  0.025
H2 -2.868 3.186 -3.720  0.026
H3 -2.853 1.578 -3.415  -0.031
H4 -1.673 2.727 0.687  0.006
H5 -0.842 4.164 0.246  0.022
H6 -2.630 3.832 -0.247  -0.002
H7 1.084 2.758 -2.942  0.037
H8 -0.246 4.022 -3.641  0.017
H9 0.655 4.218 -2.174  0.003
H10 3.502 -3.892 0.351  0.014
H11 3.679 -4.467 1.909  0.003
H12 2.435 -5.228 0.925  0.024
H13 -1.158 -3.851 2.005  0.008
H14 -0.222 -5.003 3.023  0.070
H15 -0.253 -3.314 3.507  -0.001
H16 2.940 -1.757 2.625  0.004
H17 1.569 -0.708 2.039  0.017
H18 1.596 -1.546 3.564  0.010
H19 1.131 -2.400 -1.187  0.085
H20 -2.406 0.053 -1.635  0.088
H21 -1.348 -0.862 -0.525  0.004

Values from the calculation:
Net charge   0
E_LUMO   0.60 eV
Highest occupied orbital energy   -7.33 eV
HOMO-LUMO gap   7.93 eV

***

Entry 3:
The following is a quantum chemistry calculation of a molecular structure, C2H6CaO2 in a non-equilibrium geometry, from the Open Molecules 2025 dataset.

Last column: Löwdin charge in e.
Element x y z (Å)
O1 1.380 -0.867 1.494  -0.631
Ca1 1.087 0.738 2.619  1.501
C1 -0.844 -0.349 0.414  -0.213
C2 -1.873 -1.000 -0.467  -0.121
H1 -0.181 0.114 -0.337  0.131
H2 -1.986 -0.572 1.023  0.239
H3 -1.424 -1.149 -1.458  0.093
H4 -2.119 -1.980 -0.023  0.097
H5 -2.468 0.217 -0.349  0.247
O2 -1.064 1.035 1.404  -0.383
H6 -1.599 1.818 1.545  0.041

Values from the calculation:
Net charge   +1
E_LUMO (alpha / beta)   -4.77 / -5.09 eV
Highest occupied orbital energy (alpha / beta)   -12.60 / -13.01 eV
HOMO-LUMO gap (alpha / beta)   7.82 / 7.92 eV
Expectation value of S²   0.80
Spin multiplicity   2

***

Entry 4:
The following is a quantum chemistry calculation of C2IN5 in the gas phase in a non-equilibrium geometry, from the Open Molecules 2025 dataset.

Last column: Löwdin charge in e.
Element x y z (Å)
C1 0.402 1.587 0.009  -0.252
C2 -0.746 -0.591 0.043  -0.855
N1 0.448 2.731 0.021  0.205
N2 -0.252 -1.807 0.052  0.007
N3 0.310 0.243 -0.062  -0.120
N4 1.068 -1.707 -0.030  -0.029
N5 1.462 -0.509 -0.039  0.077
I1 -2.692 0.054 0.007  0.967

Values from the calculation:
Net charge   0
SMILES string   N#Cn1nnnc1I
E_LUMO   -0.43 eV
Highest occupied orbital energy   -10.79 eV
HOMO-LUMO gap   10.37 eV

***

| no. | energy (eV) |
| --- | --- |
| 1 | -9911.524 |
| 2 | -27926.253 |
| 3 | -24688.998 |
| 4 | -17622.108 |